(1)
41
Properties=species:S:1:pos:R:3 method="wB97M-V/def2-TZVPD" e_above_lowest_kcal_mol=32.0 max_force_ev_per_a=2.68 e_homo_ev=-8.089 energy_ev=-30121.20118 total_charge=0
C -5.458 2.074 1.476
C -5.065 0.734 1.439
C -3.723 0.390 1.328
C -2.732 1.395 1.225
C -1.331 1.034 1.067
O -0.495 2.113 1.116
C 0.882 1.927 1.022
C 1.440 0.645 0.882
C 2.851 0.547 0.896
C 3.607 1.669 1.179
C 3.017 2.922 1.380
C 1.644 3.064 1.277
C 0.561 -0.473 0.824
C -0.829 -0.238 0.789
C -3.125 2.748 1.370
C -4.475 3.073 1.461
H -6.515 2.342 1.511
H -5.814 -0.058 1.479
H -3.391 -0.645 1.346
H 3.285 -0.424 0.643
H 4.682 1.562 1.274
H 3.625 3.778 1.681
H 1.146 4.001 1.514
H 0.944 -1.477 1.106
H -1.529 -1.035 0.478
H -2.378 3.540 1.431
H -4.768 4.129 1.509
C 2.419 -4.703 -2.325
N 1.900 -3.346 -2.271
C 1.661 -2.791 -0.990
O 1.958 -3.492 -0.013
N 1.121 -1.541 -0.925
C 0.936 -0.755 -2.005
O 0.570 0.442 -1.906
C 1.187 -1.386 -3.309
C 1.661 -2.648 -3.404
H 2.577 -4.998 -3.364
H 3.364 -4.785 -1.785
H 1.727 -5.408 -1.861
H 0.993 -0.783 -4.188
H 1.871 -3.143 -4.356



(2)
43
Properties=species:S:1:pos:R:3 method="wB97M-V/def2-TZVPD" spin_multiplicity=2 e_above_lowest_kcal_mol=0.0 max_force_ev_per_a=0.43 e_homo_ev="-11.023 / -10.815" s_squared=0.768 energy_ev=-62067.42069 total_charge=+1
Tc 0.235 0.076 0.362
C -1.185 -0.132 4.987
C -1.475 0.947 4.165
C -0.996 0.980 2.862
C -0.237 -0.077 2.346
C 0.057 -1.149 3.188
C -0.409 -1.171 4.496
H -1.549 -0.155 6.005
H -2.060 1.777 4.540
H -1.216 1.857 2.260
H 0.652 -1.978 2.827
H -0.162 -2.010 5.134
N 1.477 -1.035 0.390
C 2.501 -1.951 0.213
C 2.180 -3.301 0.050
C 3.205 -4.215 -0.113
C 4.528 -3.788 -0.108
C 4.838 -2.444 0.061
C 3.827 -1.514 0.224
H 1.144 -3.611 0.058
H 2.975 -5.263 -0.244
H 5.323 -4.510 -0.233
H 5.870 -2.123 0.066
H 4.045 -0.464 0.363
Cl -2.143 -0.287 -0.368
C -3.427 0.329 0.762
Cl -3.636 2.057 0.639
H -3.108 0.043 1.759
H -4.328 -0.175 0.433
S -0.189 4.549 -0.927
C -0.453 2.870 -0.847
N 0.234 2.218 0.056
C 1.055 3.085 0.780
C 1.908 2.728 1.826
C 2.647 3.724 2.424
C 2.545 5.058 2.007
C 1.700 5.423 0.982
C 0.954 4.417 0.372
H -1.155 2.383 -1.507
H 1.964 1.700 2.160
H 3.313 3.476 3.238
H 3.137 5.814 2.504
H 1.617 6.453 0.664



(3)
43
Properties=species:S:1:pos:R:3 method="wB97M-V/def2-TZVPD" spin_multiplicity=2 e_above_lowest_kcal_mol=5.5 max_force_ev_per_a=0.43 e_homo_ev="-11.311 / -11.327" s_squared=0.763 energy_ev=-62067.18158 total_charge=+1
Tc 0.299 -0.654 -0.568
C 4.556 -1.342 -2.808
C 3.716 -0.291 -3.144
C 2.521 -0.119 -2.458
C 2.135 -1.000 -1.443
C 3.002 -2.047 -1.114
C 4.200 -2.218 -1.789
H 5.493 -1.476 -3.333
H 3.995 0.399 -3.929
H 1.881 0.719 -2.721
H 2.760 -2.736 -0.311
H 4.860 -3.033 -1.519
N 0.753 0.504 0.531
C 1.136 1.470 1.444
C 1.240 2.790 1.008
C 1.630 3.765 1.908
C 1.914 3.431 3.226
C 1.809 2.113 3.650
C 1.419 1.124 2.765
H 1.019 3.029 -0.023
H 1.716 4.792 1.579
H 2.221 4.199 3.923
H 2.036 1.854 4.675
H 1.339 0.091 3.075
Cl 0.051 -3.194 -0.633
C -1.517 -3.618 0.162
Cl -1.289 -4.892 1.333
H -2.185 -3.952 -0.623
H -1.867 -2.717 0.651
S -3.898 -0.773 -2.603
C -2.249 -1.058 -2.280
N -1.808 -0.646 -1.123
C -2.826 -0.046 -0.381
C -2.709 0.496 0.899
C -3.833 1.043 1.478
C -5.063 1.059 0.807
C -5.192 0.524 -0.457
C -4.058 -0.030 -1.044
H -1.616 -1.552 -3.006
H -1.757 0.486 1.414
H -3.767 1.471 2.469
H -5.925 1.498 1.290
H -6.140 0.536 -0.977



(4)
65
Properties=species:S:1:pos:R:3 method="wB97M-V/def2-TZVPD" spin_multiplicity=2 e_above_lowest_kcal_mol=104.3 max_force_ev_per_a=3.37 e_homo_ev="-2.594 / -2.589" s_squared=0.842 energy_ev=-169842.89731 total_charge=-2
Ir 0.445 0.042 -0.585
C -1.754 -1.415 -3.020
S -2.507 -1.690 -1.417
O -2.496 -3.127 -1.138
O -3.834 -1.121 -1.440
O -1.609 -1.016 -0.423
H -2.505 -1.591 -3.778
H -0.922 -2.101 -3.114
H -1.412 -0.385 -3.040
N 4.340 -0.117 1.600
C 3.410 -0.533 0.709
N 2.480 0.353 0.508
C 2.769 1.418 1.324
C 2.114 2.627 1.510
C 2.689 3.540 2.368
C 3.881 3.263 3.040
C 4.530 2.054 2.890
C 3.960 1.134 2.024
H 5.131 -0.649 1.917
H 3.465 -1.470 0.190
H 1.188 2.820 1.001
H 2.228 4.506 2.497
H 4.299 4.006 3.706
H 5.450 1.837 3.414
Cl 1.577 -1.616 -1.871
C 2.206 -4.245 0.539
S 2.022 -3.937 2.328
C 0.377 -4.442 2.608
C -0.726 -4.097 1.894
S -1.000 -2.804 0.743
S -2.201 -4.924 2.312
C -1.548 -5.892 3.636
S -2.428 -6.979 4.499
S 0.155 -5.586 3.920
H 3.269 -4.379 0.368
H 1.838 -3.419 -0.062
H 1.678 -5.159 0.292
O 1.213 -0.856 3.062
S 0.008 -0.842 2.290
O 0.332 -1.977 1.054
O -0.244 0.409 1.620
O -1.133 -1.444 2.920
O -0.434 1.610 -2.866
C 0.238 2.442 -2.249
O 0.844 2.161 -1.169
C 0.428 3.862 -2.699
C 1.084 4.718 -1.821
C 1.302 6.053 -2.183
C 0.873 6.523 -3.415
C 0.221 5.660 -4.285
C -0.010 4.318 -3.933
N -0.205 6.154 -5.541
O 0.040 7.334 -5.821
O -0.797 5.392 -6.311
N 1.967 6.929 -1.291
O 2.204 8.083 -1.664
O 2.285 6.501 -0.178
H 1.429 4.351 -0.870
H 1.043 7.553 -3.690
H -0.518 3.657 -4.616
Cl -5.309 2.422 0.873
C -4.580 0.834 0.766
Cl -2.927 0.795 1.481
H -4.508 0.542 -0.286
H -5.222 0.155 1.325



(5)
44
Properties=species:S:1:pos:R:3 method="wB97M-V/def2-TZVPD" spin_multiplicity=2 e_above_lowest_kcal_mol=0.0 max_force_ev_per_a=0.65 e_homo_ev="-7.532 / -7.505" s_squared=0.825 energy_ev=-92394.22217 total_charge=0
Co -0.815 -1.290 -0.335
I -5.213 3.923 2.878
C -4.310 2.339 1.862
C -4.970 1.719 0.812
C -4.350 0.682 0.145
I -5.338 -0.239 -1.437
C -3.064 0.203 0.488
O -2.588 -0.812 -0.190
C -2.415 0.857 1.566
C -1.082 0.443 2.153
N -0.106 -0.083 1.189
C 1.067 -0.700 1.809
C 1.731 -1.654 0.851
C 3.050 -2.048 1.015
C 3.581 -2.994 0.156
C 2.777 -3.519 -0.847
C 1.483 -3.055 -0.966
N 0.970 -2.137 -0.141
C -3.047 1.909 2.220
H -5.955 2.044 0.509
H -1.218 -0.315 2.932
H -0.667 1.328 2.650
H 0.226 0.698 0.622
H 0.746 -1.263 2.691
H 1.794 0.042 2.155
H 3.646 -1.614 1.806
H 4.607 -3.318 0.264
H 3.149 -4.263 -1.536
H 0.823 -3.402 -1.750
H -2.531 2.401 3.036
Cl 3.840 3.395 -1.111
C 2.602 2.232 -1.490
C 1.267 2.566 -1.312
C 0.292 1.626 -1.596
C 0.611 0.334 -2.050
C -0.449 -0.681 -2.180
C 1.968 0.058 -2.262
C 2.957 0.987 -1.982
H 0.998 3.553 -0.961
H -0.752 1.890 -1.460
H -0.191 -1.467 -2.896
H -1.384 -0.214 -2.500
H 2.260 -0.908 -2.657
H 3.999 0.750 -2.149



(6)
47
Properties=species:S:1:pos:R:3 method="wB97M-V/def2-TZVPD" e_above_lowest_kcal_mol=62.7 max_force_ev_per_a=5.09 e_homo_ev=-8.223 energy_ev=-50056.81434 total_charge=0
O -4.056 0.312 0.158
F 2.413 -0.607 -4.516
F 0.371 -0.368 -4.864
F 1.670 1.326 -4.695
N 2.536 -0.093 -0.771
N 0.311 -0.037 -0.653
O -0.998 0.141 -2.602
S -0.129 -1.722 3.522
C -3.398 0.150 -0.804
C 1.455 -0.039 -0.053
C 2.555 0.047 -2.033
C 0.207 0.202 -1.975
C -1.847 3.613 -2.819
C 4.001 -1.914 4.093
C -2.960 3.598 -2.029
C 4.586 -1.129 3.141
C -1.226 2.429 -3.054
C 2.602 -2.000 4.310
C -3.563 2.505 -1.435
C 3.747 -0.595 2.141
C -1.688 1.282 -2.445
C 1.643 -1.478 3.302
C -2.910 1.302 -1.619
C 2.324 -0.782 2.179
C 1.424 0.197 -2.760
N 1.412 -0.222 1.338
N -3.003 -1.225 -1.033
C -0.320 -0.503 4.916
C 1.448 0.149 -4.198
C -3.819 -2.386 -0.704
H 3.536 -0.214 -2.601
H -1.398 4.492 -3.309
H 4.495 -2.323 4.896
H -3.558 4.487 -1.901
H 5.604 -0.890 3.206
H -0.390 2.353 -3.744
H 2.263 -2.406 5.310
H -4.589 2.483 -0.928
H 4.107 0.052 1.305
H 0.514 -0.233 1.818
H -2.434 -1.296 -1.863
H -1.113 0.283 4.763
H -0.471 -0.991 5.895
H 0.591 0.095 4.900
H -3.968 -2.436 0.396
H -4.802 -2.403 -1.245
H -3.173 -3.208 -0.937



(7)
48
Properties=species:S:1:pos:R:3 method="wB97M-V/def2-TZVPD" max_force_ev_per_a=2.96 e_homo_ev=-2.975 energy_ev=-46217.44636 total_charge=-1
F 3.657 -1.708 0.594
C 2.774 -0.924 1.222
C 2.854 0.422 1.161
F 3.778 1.035 0.409
C 1.964 1.288 1.923
O 1.919 2.512 1.738
C 1.118 0.597 2.890
F 0.447 1.368 3.765
C 0.976 -0.743 2.886
F 0.123 -1.361 3.722
C 1.712 -1.597 1.962
O 1.446 -2.797 1.809
C 3.294 0.977 -5.271
C 2.816 0.058 -4.187
O 1.953 0.863 -3.347
C 1.648 0.345 -2.147
C 0.651 1.105 -1.363
C 0.664 2.582 -1.401
O 0.040 3.318 -0.640
O 1.439 3.120 -2.366
C 1.425 4.558 -2.369
C 2.201 4.990 -3.580
C -0.294 0.386 -0.600
C -1.084 1.041 0.397
C -2.053 0.391 1.112
C -2.352 -0.968 0.840
O -3.401 -1.498 1.524
C -3.926 -2.792 1.160
C -1.545 -1.678 -0.084
C -0.535 -1.020 -0.767
O 2.171 -0.683 -1.725
H 3.997 0.451 -5.916
H 2.462 1.335 -5.881
H 3.804 1.845 -4.845
H 2.221 -0.771 -4.592
H 3.649 -0.325 -3.587
H 0.394 4.932 -2.405
H 1.914 4.899 -1.449
H 2.108 6.070 -3.701
H 3.261 4.751 -3.468
H 1.842 4.514 -4.496
H -0.900 2.092 0.583
H -2.631 0.899 1.883
H -4.813 -2.894 1.788
H -4.205 -2.828 0.097
H -3.195 -3.578 1.393
H -1.716 -2.744 -0.267
H 0.104 -1.584 -1.443



(8)
45
Properties=species:S:1:pos:R:3 method="wB97M-V/def2-TZVPD" max_force_ev_per_a=4.12 e_homo_ev=-8.440 energy_ev=-34719.47484 total_charge=0
F -1.453 1.499 1.655
N -0.814 -1.919 3.993
N -1.727 3.001 -2.311
N 0.162 -1.976 1.837
N -1.442 4.247 -2.759
O -1.968 -1.070 2.209
C 0.514 5.805 -0.164
C 0.523 6.824 -1.061
C -0.813 -1.617 2.677
C 0.301 -2.504 4.452
C -1.274 2.531 -1.147
C 1.185 -2.579 2.377
C -0.735 5.092 -1.968
C 1.398 -2.840 3.689
C -0.472 3.365 -0.340
C -1.924 0.215 -1.773
C -2.194 -1.144 -1.476
C -1.669 0.669 0.593
C -1.970 -0.667 0.895
C -0.234 4.678 -0.738
C -1.612 1.121 -0.744
C -2.160 -1.607 -0.143
N 2.043 -2.868 1.412
N -0.298 6.434 -2.134
C -2.591 -4.861 -1.115
C -3.520 -3.826 -0.498
C -1.371 -4.057 -0.617
C -2.351 -3.119 0.142
H 1.026 5.795 0.785
H 1.035 7.774 -0.944
H 0.361 -2.762 5.485
H 2.273 -3.366 4.073
H -0.027 3.083 0.598
H -2.039 0.559 -2.806
H -2.362 -1.803 -2.304
H 3.018 -2.785 1.653
H 1.756 -2.421 0.562
H -0.470 6.997 -2.983
H -2.625 -5.874 -0.696
H -2.722 -4.930 -2.217
H -4.099 -3.210 -1.206
H -4.244 -4.272 0.171
H -0.680 -4.594 0.034
H -0.837 -3.670 -1.504
H -2.314 -3.394 1.200



(9)
45
Properties=species:S:1:pos:R:3 method="wB97M-V/def2-TZVPD" e_above_lowest_kcal_mol=20.1 max_force_ev_per_a=0.27 e_homo_ev=-4.275 energy_ev=-68011.49926 total_charge=-1
Pd 0.104 0.481 0.176
S -3.894 1.457 -1.588
C -3.084 2.959 -1.486
C -1.839 2.837 -0.943
C -1.493 1.502 -0.572
C -2.536 0.657 -0.875
C -2.453 -0.772 -0.634
C -3.459 -1.701 -0.890
C -3.239 -3.031 -0.586
C -2.029 -3.412 -0.024
C -1.072 -2.437 0.196
N -1.273 -1.160 -0.112
H -3.568 3.858 -1.836
H -1.196 3.695 -0.807
H -4.395 -1.373 -1.323
H -4.008 -3.767 -0.783
H -1.821 -4.442 0.231
H -0.101 -2.655 0.627
S 3.533 1.239 -1.227
C 2.885 -0.287 -1.698
C 3.033 -0.695 -3.038
C 2.596 -1.919 -3.508
C 2.792 -2.253 -4.891
N 2.962 -2.510 -5.999
C 1.974 -2.819 -2.627
C 1.810 -2.435 -1.303
C 2.228 -1.198 -0.814
S 1.943 -0.856 0.902
C 1.513 -4.104 -3.055
N 1.144 -5.147 -3.374
H 3.522 -0.014 -3.721
H 1.349 -3.133 -0.616
C 3.121 2.706 1.891
Sb 1.460 2.541 0.577
C 1.813 4.009 -0.925
C 0.162 3.758 1.817
H 3.657 3.623 1.642
H 3.768 1.846 1.751
H 2.759 2.763 2.916
H 1.610 5.003 -0.526
H 1.177 3.812 -1.784
H 2.849 3.919 -1.240
H 0.410 4.817 1.723
H 0.286 3.459 2.858
H -0.878 3.601 1.530



(10)
53
Properties=species:S:1:pos:R:3 method="wB97M-V/def2-TZVPD" e_above_lowest_kcal_mol=0.0 max_force_ev_per_a=3.26 e_homo_ev=-2.406 energy_ev=-87318.50182 total_charge=-2
Rh 0.550 -0.764 0.553
S 2.202 -1.068 2.183
C 1.039 -1.928 3.112
S -0.497 -1.925 2.331
C 1.301 -2.546 4.328
C 2.602 -2.534 4.900
N 3.651 -2.534 5.382
C 0.286 -3.231 5.049
N -0.524 -3.801 5.643
C 2.872 2.666 0.102
N 1.779 2.696 -0.855
C 2.221 3.106 -2.171
C 1.000 1.473 -0.882
O 1.712 0.316 -0.746
H 3.248 3.684 0.239
H 3.700 2.022 -0.225
H 2.519 2.292 1.061
H 2.666 4.103 -2.109
H 1.366 3.160 -2.845
H 2.972 2.425 -2.605
H 0.390 1.503 -1.797
N 0.111 -3.119 -0.976
C 0.678 -4.160 -1.581
C 2.040 -4.222 -1.264
C 2.241 -3.131 -0.433
N 1.068 -2.509 -0.271
H -0.934 -1.960 -1.028
H 0.085 -4.797 -2.219
H 2.772 -4.946 -1.586
H 3.126 -2.775 0.066
O -0.058 1.813 3.686
C -0.591 1.439 2.680
C -2.089 1.258 2.526
C -2.604 2.197 1.435
C 0.000 1.492 0.297
O -1.621 3.238 -0.534
N 0.290 1.252 1.516
H -2.540 1.538 3.478
H -2.322 0.206 2.357
H -2.513 3.260 1.611
H -1.953 0.504 0.435
Cl -1.807 1.798 0.016
C -2.158 1.054 -1.592
C -2.881 1.781 -2.517
C -3.418 1.147 -3.617
C -3.270 -0.242 -3.711
C -2.568 -0.949 -2.772
Cl -2.502 -2.687 -2.929
C -1.875 -0.342 -1.659
N -1.109 -1.009 -0.815
H -2.987 2.842 -2.335
H -3.949 1.699 -4.380
H -3.718 -0.787 -4.533



Copy entry 5 word for word.
44
Properties=species:S:1:pos:R:3 method="wB97M-V/def2-TZVPD" spin_multiplicity=2 e_above_lowest_kcal_mol=0.0 max_force_ev_per_a=0.65 e_homo_ev="-7.532 / -7.505" s_squared=0.825 energy_ev=-92394.22217 total_charge=0
Co -0.815 -1.290 -0.335
I -5.213 3.923 2.878
C -4.310 2.339 1.862
C -4.970 1.719 0.812
C -4.350 0.682 0.145
I -5.338 -0.239 -1.437
C -3.064 0.203 0.488
O -2.588 -0.812 -0.190
C -2.415 0.857 1.566
C -1.082 0.443 2.153
N -0.106 -0.083 1.189
C 1.067 -0.700 1.809
C 1.731 -1.654 0.851
C 3.050 -2.048 1.015
C 3.581 -2.994 0.156
C 2.777 -3.519 -0.847
C 1.483 -3.055 -0.966
N 0.970 -2.137 -0.141
C -3.047 1.909 2.220
H -5.955 2.044 0.509
H -1.218 -0.315 2.932
H -0.667 1.328 2.650
H 0.226 0.698 0.622
H 0.746 -1.263 2.691
H 1.794 0.042 2.155
H 3.646 -1.614 1.806
H 4.607 -3.318 0.264
H 3.149 -4.263 -1.536
H 0.823 -3.402 -1.750
H -2.531 2.401 3.036
Cl 3.840 3.395 -1.111
C 2.602 2.232 -1.490
C 1.267 2.566 -1.312
C 0.292 1.626 -1.596
C 0.611 0.334 -2.050
C -0.449 -0.681 -2.180
C 1.968 0.058 -2.262
C 2.957 0.987 -1.982
H 0.998 3.553 -0.961
H -0.752 1.890 -1.460
H -0.191 -1.467 -2.896
H -1.384 -0.214 -2.500
H 2.260 -0.908 -2.657
H 3.999 0.750 -2.149